A 2-piece molecular cluster, C11H11N5O3 overall. Source: the Open Molecules 2025 dataset; level of theory: ωB97M-V/def2-TZVPD.

Structure (XYZ):
```
30
Properties=species:S:1:pos:R:3:forces:R:3
C -3.82120 0.04596 1.30125 -0.1290 0.2417 0.1094
O -2.90640 1.17482 1.27919 0.2046 -0.7513 0.1145
C -1.62404 0.83532 1.45384 0.9761 2.3053 -0.0625
N -1.38667 -0.44678 1.74166 1.5169 -1.8670 0.2613
C -0.12755 -0.86690 1.85710 -1.1510 0.5907 -1.2460
C 0.87347 0.08138 1.71106 2.0126 1.8854 -0.8656
C 0.53334 1.45248 1.37591 2.7915 -0.1758 -0.2749
N 1.65105 2.19141 1.05404 -1.9277 -1.8893 0.7298
O 2.70590 1.30641 1.15608 -1.1731 -1.5401 0.7703
N 2.22517 -0.04135 1.56976 0.1750 1.0772 -0.2211
O 3.05174 -0.92393 1.70291 -0.9309 0.7691 -0.1356
N -0.73271 1.82968 1.31114 -2.0016 -0.4106 -0.1956
H -4.81333 0.48716 1.31980 0.0271 0.0568 -0.0092
H -3.70427 -0.56553 0.39964 0.0725 0.1559 0.1995
H -3.65164 -0.57842 2.18515 -0.1498 0.2370 -0.2835
H 0.12281 -1.91495 2.02465 -0.5087 0.6601 -0.2171
C 0.31748 -5.34896 6.95996 -0.0039 -0.1302 0.2556
C 0.24916 -4.45725 5.75161 0.0330 -0.1226 0.0248
C 0.60941 -4.95622 4.49817 -0.0249 0.4129 -0.6525
C 0.54747 -4.10235 3.39060 -0.0527 -0.1741 0.8419
N 0.16340 -2.82678 3.49423 0.0886 -1.1389 1.0495
C -0.19496 -2.34534 4.68496 0.1757 -0.7428 0.3241
C -0.16702 -3.12874 5.84543 0.0436 0.2205 -0.5837
H 0.00848 -4.81107 7.86152 0.0581 -0.1190 -0.1338
H -0.33435 -6.22683 6.84526 0.1526 0.2453 -0.0125
H 1.33933 -5.72288 7.11805 -0.2559 0.1250 -0.0720
H 0.93785 -5.98818 4.35699 -0.1176 0.2965 0.1734
H 0.81568 -4.45399 2.39079 -0.0426 0.1061 0.2777
H -0.51791 -1.30440 4.72670 0.0748 -0.1658 -0.0788
H -0.46582 -2.68823 6.79266 0.0667 -0.1579 -0.0874
```
Forces are in eV/Å.

Properties
total energy: -25172.6157 eV
SMILES: COc1ncc2c(no[n+]2[O-])n1.Cc1ccncc1
E_LUMO: -1.198 eV
F_max: 0.05621 hartree/bohr
2S+1: 1
energy relative to the best compared isomer or geometry (same formula, charge and spin): 0.000 eV

These are the natural (NBO) partial charges, in e, on atoms 1 to 5: -0.2599 -0.4612 0.6949 -0.5383 0.1639

---

A 2-piece molecular cluster, C11H11NO2S overall. Source: the Open Molecules 2025 dataset; level of theory: ωB97M-V/def2-TZVPD.

Structure (XYZ):
```
26
Properties=species:S:1:pos:R:3:forces:R:3
O -0.23270 -1.93963 1.37955 -1.5084 2.0813 -1.2091
C -1.05836 -0.81303 1.59188 -0.1826 -0.8160 0.5804
C -1.35935 -0.24739 2.79818 1.5237 -0.9648 1.0605
C -2.34226 0.77972 2.55045 -0.5892 1.6146 0.8541
C -2.63283 0.75472 1.23887 -1.8079 0.2892 0.1141
O -3.59675 1.43232 0.63240 -0.0882 0.2457 -2.2613
N -1.95396 -0.26422 0.58159 2.2261 -0.4027 2.7969
C -2.04645 -0.62924 -0.66460 0.1356 -0.8300 -2.2879
S -3.18700 -0.13136 -1.75035 0.4004 -0.1819 -0.2657
H -0.19178 -2.22372 2.27626 0.4838 -1.0452 1.0277
H -0.87729 -0.60604 3.82793 -1.1872 1.0839 -2.5590
H -2.82121 1.58875 3.17874 0.8868 -1.4794 -0.4885
H -3.63968 1.18584 -0.41409 0.1922 0.2446 2.4399
H -1.26463 -1.33878 -0.97718 -0.3881 0.1480 0.1939
C 0.59722 1.95102 -0.84217 -0.8995 0.4557 0.2420
C 0.79579 1.37027 -2.10564 -1.2545 2.8556 0.8562
C 1.50580 0.24305 -2.25757 1.4679 -2.2744 0.1837
C 2.12514 -0.45090 -1.21999 -1.2116 0.8799 2.4039
C 1.85606 0.10190 0.08828 1.0310 -1.6678 -2.0272
C 1.13021 1.25458 0.24574 0.0479 0.5090 -0.5513
H -0.06413 2.87903 -0.65836 1.3560 -1.5600 -0.5290
H 0.44160 1.87747 -2.99758 -0.2602 -0.1163 0.1329
H 1.52870 -0.15533 -3.22727 0.3880 -0.5364 -1.3284
H 2.66572 -1.41343 -1.28160 -0.3893 0.8248 -0.3471
H 2.20220 -0.44538 0.95251 0.1510 0.1269 0.1301
H 1.07615 1.61592 1.23844 -0.5236 0.5157 0.8382
```
Forces are in eV/Å.

Properties
total energy: -28003.4174 eV
SMILES: Oc1ccc(O)n1C=S.c1ccccc1
E_LUMO: -0.371 eV
F_max: 0.06996 hartree/bohr
2S+1: 1
energy relative to the best compared isomer or geometry (same formula, charge and spin): 3.563 eV

These are the natural (NBO) partial charges, in e, on atoms 1 to 5: -0.6683 0.4014 -0.3145 -0.3653 0.4705

---

The molecule C11H11NO3. Source: the Open Molecules 2025 dataset; level of theory: ωB97M-V/def2-TZVPD.

Structure (XYZ):
```
26
Properties=species:S:1:pos:R:3:forces:R:3
C -3.09982 -0.14732 -0.12428 1.4003 1.7943 -0.3009
C -2.70228 -0.98899 0.90179 0.8391 1.4802 -0.8310
C -2.21586 0.90717 -0.55713 0.1999 -3.2306 2.4925
C -1.47298 -0.76204 1.55719 0.8021 -0.0450 0.2319
C -0.96059 1.04245 -0.03453 -1.0191 -0.8985 1.1132
C -0.63921 0.24179 1.08487 0.4852 1.0918 -0.3958
C 2.76344 -0.39781 0.00527 1.5287 -0.4855 0.1906
C 1.11922 0.88653 -1.35631 0.2145 0.8623 2.5616
C 0.25178 1.82097 -0.40164 -0.5377 -2.0685 1.3108
C 0.71538 0.70960 1.40921 1.2062 -2.4764 0.8151
C 1.44323 -0.30757 -0.55247 0.0671 -0.0468 1.6241
N 0.81359 -1.58101 -0.65355 -0.3643 0.1250 -1.4974
O 3.16528 -1.66684 0.38768 1.2429 1.8429 1.7194
O 3.51157 0.53094 0.21935 -0.2900 -0.1657 -0.1103
O 0.95179 1.87964 0.83876 0.2645 0.6491 -0.1900
H -4.08496 -0.25008 -0.59099 0.4932 -0.0491 0.1460
H -3.40900 -1.74887 0.98651 -0.5583 -1.5943 1.3557
H -2.43980 1.47289 -1.33370 -1.4870 2.5544 -3.5341
H -1.01145 -1.26767 2.41279 -0.9577 -0.4932 -0.2621
H 0.52672 0.73863 -2.16201 -2.2500 -1.1341 -2.4907
H 1.85949 1.53028 -1.76777 1.5125 0.0371 0.3542
H 0.02568 2.76834 -0.72242 -0.0191 2.3347 -1.0585
H 1.38224 0.41824 2.32941 -1.4331 0.7086 -2.0098
H 3.02884 -2.39015 -0.18468 -1.1099 -0.8269 -1.2357
H 0.48680 -1.66935 -1.59921 -0.2331 -0.3732 -0.4911
H -0.00907 -1.76977 -0.09215 0.0031 0.4074 0.4923
```
Forces are in eV/Å.

Properties
total energy: -19214.9677 eV
E_LUMO (alpha / beta): -0.104 / -0.104 eV
F_max: 0.08960 hartree/bohr
2S+1: 1
energy relative to the best compared isomer or geometry (same formula, charge and spin): 3.517 eV

These are the natural (NBO) partial charges, in e, on atoms 1 to 5: -0.2003 -0.2192 -0.1835 -0.2196 -0.0317

---

An isolated ion of composition C11H11O2S2 and charge -1. Source: the Open Molecules 2025 dataset; level of theory: ωB97M-V/def2-TZVPD.

Structure (XYZ):
```
26
Properties=species:S:1:pos:R:3:forces:R:3
C 3.19767 -2.26195 -2.42576 0.1298 -0.1990 0.0728
C 2.84648 -1.12480 -1.49404 -0.3149 -0.0100 -0.0492
O 1.45283 -1.27365 -1.12726 0.4473 0.5255 0.0174
C 0.99215 -0.34503 -0.24214 -0.0760 -0.6782 0.3084
O 1.68157 0.20781 0.57261 0.9719 -0.2531 -0.3664
C -0.45362 -0.07055 -0.44902 0.2608 -0.7254 -0.1653
C -0.50409 1.07223 -1.61959 -1.8384 -0.9429 1.1772
S -2.16273 1.09354 -1.80638 -0.8136 1.4333 -1.8059
S 0.71974 1.91858 -2.36542 -0.0283 -0.5328 0.5442
C -1.24098 0.28825 0.81573 0.4300 0.1154 0.2876
C -0.62812 1.11031 1.75471 -0.3584 1.1731 0.8951
C -1.37678 1.80221 2.73450 -0.3319 -1.0581 -0.7135
C -2.75516 1.55812 2.83167 0.7808 0.3189 0.0817
C -3.34220 0.59286 2.01804 0.4119 -0.3953 -0.1156
C -2.57758 -0.09166 1.06081 -0.1168 0.4324 -0.1091
H 4.14977 -2.02170 -2.89442 0.1424 -0.0769 -0.1125
H 3.32883 -3.18876 -1.86217 -0.0866 -0.0304 -0.0933
H 2.46184 -2.43479 -3.21748 0.0149 0.2254 0.2078
H 3.48669 -1.16638 -0.59969 -0.2711 0.2200 -0.2403
H 2.94852 -0.15400 -2.00689 -0.0301 -0.2607 0.3698
H -0.99244 -0.91636 -0.92265 0.8764 0.3545 0.2138
H 0.44827 1.26500 1.71818 -0.5188 0.1960 -0.2189
H -0.86725 2.51840 3.37079 -0.1492 -0.1007 0.0627
H -3.33708 2.10759 3.56579 -0.0869 -0.0584 -0.1290
H -4.40985 0.39029 2.11311 0.2940 -0.1142 -0.0008
H -3.06646 -0.87556 0.47697 0.2607 0.4416 -0.1187
```
Forces are in eV/Å.

Properties
net charge: -1
total energy: -37351.8918 eV
SMILES: CCOC(=O)[C@H](C(=S)[S-])c1ccccc1
E_LUMO: 3.288 eV
F_max: 0.04755 hartree/bohr
2S+1: 1

These are the natural (NBO) partial charges, in e, on atoms 1 to 5: -0.6197 -0.0818 -0.5333 0.8320 -0.6179

---

- Among the records above, which one has the lowest total energy?
  C11H11O2S2

---

Copy entry 4 word for word.
An isolated ion of composition C11H11O2S2 and charge -1. Source: the Open Molecules 2025 dataset; level of theory: ωB97M-V/def2-TZVPD.

Structure (XYZ):
```
26
Properties=species:S:1:pos:R:3:forces:R:3
C 3.19767 -2.26195 -2.42576 0.1298 -0.1990 0.0728
C 2.84648 -1.12480 -1.49404 -0.3149 -0.0100 -0.0492
O 1.45283 -1.27365 -1.12726 0.4473 0.5255 0.0174
C 0.99215 -0.34503 -0.24214 -0.0760 -0.6782 0.3084
O 1.68157 0.20781 0.57261 0.9719 -0.2531 -0.3664
C -0.45362 -0.07055 -0.44902 0.2608 -0.7254 -0.1653
C -0.50409 1.07223 -1.61959 -1.8384 -0.9429 1.1772
S -2.16273 1.09354 -1.80638 -0.8136 1.4333 -1.8059
S 0.71974 1.91858 -2.36542 -0.0283 -0.5328 0.5442
C -1.24098 0.28825 0.81573 0.4300 0.1154 0.2876
C -0.62812 1.11031 1.75471 -0.3584 1.1731 0.8951
C -1.37678 1.80221 2.73450 -0.3319 -1.0581 -0.7135
C -2.75516 1.55812 2.83167 0.7808 0.3189 0.0817
C -3.34220 0.59286 2.01804 0.4119 -0.3953 -0.1156
C -2.57758 -0.09166 1.06081 -0.1168 0.4324 -0.1091
H 4.14977 -2.02170 -2.89442 0.1424 -0.0769 -0.1125
H 3.32883 -3.18876 -1.86217 -0.0866 -0.0304 -0.0933
H 2.46184 -2.43479 -3.21748 0.0149 0.2254 0.2078
H 3.48669 -1.16638 -0.59969 -0.2711 0.2200 -0.2403
H 2.94852 -0.15400 -2.00689 -0.0301 -0.2607 0.3698
H -0.99244 -0.91636 -0.92265 0.8764 0.3545 0.2138
H 0.44827 1.26500 1.71818 -0.5188 0.1960 -0.2189
H -0.86725 2.51840 3.37079 -0.1492 -0.1007 0.0627
H -3.33708 2.10759 3.56579 -0.0869 -0.0584 -0.1290
H -4.40985 0.39029 2.11311 0.2940 -0.1142 -0.0008
H -3.06646 -0.87556 0.47697 0.2607 0.4416 -0.1187
```
Forces are in eV/Å.

Properties
net charge: -1
total energy: -37351.8918 eV
SMILES: CCOC(=O)[C@H](C(=S)[S-])c1ccccc1
E_LUMO: 3.288 eV
F_max: 0.04755 hartree/bohr
2S+1: 1

These are the natural (NBO) partial charges, in e, on atoms 1 to 5: -0.6197 -0.0818 -0.5333 0.8320 -0.6179

---

- The lowest F_max belongs to which entry?
  C11H11O2S2